Record 1
# C3H8N2OS

C3H8N2OS in the gas phase at a distorted geometry (the ωB97M-V functional and the def2-TZVPD basis, the OMol25 dataset).

The HOMO energy is -9.054 eV. Its SMILES is O=CNNCCS. For the orbital gap, the calculation gives 9.823 eV. As for the net charge: 0. The value obtained for the relative energy (zero: lowest compared OMol25 entry of this formula, charge and spin) is 191.8 kJ/mol.

XYZ file:
```
15
Properties=species:S:1:pos:R:3:nbo_charge:R:1
S 1.59 -1.57 -0.47 -0.066
O -2.43 -1.81 -0.06 -0.597
N -1.32 0.03 -0.69 -0.478
N -0.65 1.13 -0.20 -0.452
C 0.79 1.09 -0.23 -0.240
C -1.98 -0.73 0.22 0.523
C 1.31 -0.06 0.59 -0.502
H -1.24 -0.28 -1.66 0.385
H -2.04 -0.24 1.22 0.119
H 1.70 -2.27 0.67 0.126
H 1.13 2.08 0.12 0.215
H 1.16 0.93 -1.26 0.169
H 2.30 0.16 0.97 0.221
H 0.70 -0.41 1.42 0.223
H -1.02 1.95 -0.62 0.354
```

=====

Record 2
# C3H8N2OS

C3H8N2OS in the gas phase at a distorted geometry (the ωB97M-V functional and the def2-TZVPD basis, the OMol25 dataset).

The HOMO energy is -9.333 eV. Its SMILES is NC(=O)[C@@H](N)CS. For the orbital gap, the calculation gives 10.185 eV. As for the net charge: 0. The value obtained for the relative energy (zero: lowest compared OMol25 entry of this formula, charge and spin) is 80.0 kJ/mol.

XYZ file:
```
15
Properties=species:S:1:pos:R:3:nbo_charge:R:1
S -2.05 1.44 0.54 -0.090
O 0.48 -2.24 -0.38 -0.599
N 2.41 -1.04 -0.50 -0.833
N 1.01 1.22 -0.34 -0.839
C 1.13 -1.23 -0.13 0.667
C 0.37 0.05 0.30 -0.167
C -1.11 -0.09 -0.07 -0.475
H 0.39 0.07 1.39 0.214
H 0.54 2.03 0.04 0.385
H -1.87 1.21 1.84 0.116
H 0.87 1.10 -1.34 0.353
H -1.27 -0.02 -1.14 0.214
H -1.66 -0.96 0.24 0.245
H 2.74 -0.26 -1.03 0.413
H 2.98 -1.86 -0.68 0.393
```